*1*
Here is a structure of composition C9H12O from the Open Molecules 2025 dataset. Energies are from ωB97M-V with the def2-TZVPD basis set.

The value obtained for the orbital gap is 0.2799 Eh. As for the net charge: 0.

Cartesian coordinates (Å):
C: 0.41348 -1.42676 0.69473
C: 0.39084 -1.06799 -0.60441
C: 1.15360 1.24859 -0.31059
C: -0.06514 0.34839 -0.69724
C: 0.56852 1.38270 1.04291
C: -0.16566 -0.41119 1.51403
C: -0.71635 0.70262 0.67419
C: 0.83155 -1.85431 -1.78631
C: -2.12566 1.22857 0.82309
O: -0.43369 -0.50368 2.84549
H: 0.78722 -2.35604 1.09028
H: 2.14785 0.79826 -0.41283
H: 1.12651 2.18011 -0.87497
H: -0.59063 0.62652 -1.60579
H: 0.89598 1.86212 1.94063
H: 1.27300 -1.20539 -2.54031
H: -0.02942 -2.35313 -2.23701
H: 1.55720 -2.61339 -1.50220
H: -2.52999 1.46273 -0.15854
H: -2.13809 2.13024 1.42758
H: -2.76461 0.48634 1.29644
H: 0.26838 -0.99928 3.28413

*2*
Here is a cluster of 2 separate species, C9H12O in total from the Open Molecules 2025 dataset. Energies are from ωB97M-V with the def2-TZVPD basis set.

The value obtained for the orbital gap (alpha / beta) is 0.2699 / 0.3358 Eh. As for the net charge: 0.

Cartesian coordinates (Å):
C: -1.99166 -3.73411 1.48573
C: -1.08324 -3.70506 0.69652
C: 0.00477 1.95654 -0.25307
C: 1.04007 0.75454 -0.39156
C: -1.31263 1.73172 -1.02002
C: 0.62543 -0.45370 0.46260
C: -1.81363 0.33929 -0.62671
C: -0.89292 -0.68351 -0.06209
C: 1.59321 -1.50249 0.13777
O: -1.19050 -0.90028 -1.34916
H: -2.83124 -4.05122 2.11429
H: -0.32732 2.17541 0.79173
H: 0.65154 2.85166 -0.50552
H: 0.99908 0.52053 -1.46355
H: 2.04446 1.01309 -0.16818
H: -2.09890 2.38788 -0.88611
H: -1.11321 1.67856 -2.15497
H: 0.63153 -0.18531 1.60348
H: -2.87054 0.20419 -0.52840
H: 1.95197 -1.46431 -0.89006
H: -0.32203 -3.20430 0.00054
H: 2.13432 -2.17738 0.90109

Relative to the most stable one, in eV, the structures come out at *1* 0.000; *2* 5.175.

*1*
Here is a structure of composition C35H47BaCl2N5O2SSi from the Open Molecules 2025 dataset. Energies are from ωB97M-V with the def2-TZVPD basis set.

The value obtained for the orbital gap is 0.2226 Eh. As for the net charge: 0.

Cartesian coordinates (Å):
Ba: 0.86012 -0.78934 -0.84668
C: 0.09460 -3.43347 -4.00086
C: -0.97920 -3.54264 -2.90604
N: -1.45243 -2.23794 -2.45720
C: -2.47036 -1.57550 -3.25788
C: -2.02590 -1.03361 -4.61937
S: -0.59366 0.09183 -4.64887
C: 0.59756 -0.84571 -5.64598
C: 1.60964 -1.68819 -4.85013
N: 1.00494 -2.34078 -3.70752
H: 0.60780 -4.39703 -4.09265
H: -0.37865 -3.24792 -4.96523
H: -1.79401 -4.18453 -3.26576
H: -0.53746 -4.03849 -2.03691
H: -1.81150 -2.32347 -1.51449
H: -3.32697 -2.23922 -3.45072
H: -2.83943 -0.73582 -2.66546
H: -1.82751 -1.83856 -5.32575
H: -2.86372 -0.46717 -5.02233
H: 0.03980 -1.45014 -6.36281
H: 1.13780 -0.09741 -6.22735
H: 2.08782 -2.39281 -5.54643
H: 2.39800 -1.03008 -4.47888
H: 1.71826 -2.65472 -3.06267
Cl: 6.87182 -5.58553 1.19415
C: 5.55512 -4.65765 0.52774
C: 5.25213 -4.77369 -0.83361
C: 4.23030 -4.04155 -1.38173
Cl: 3.89642 -4.20946 -3.08398
C: 3.43571 -3.13656 -0.61671
O: 2.49519 -2.41388 -1.14063
C: 3.75209 -3.08811 0.76744
C: 2.95364 -2.31841 1.70931
O: 1.91675 -1.70303 1.48203
C: 4.81210 -3.82877 1.31440
H: 5.82771 -5.44494 -1.45842
H: 3.34631 -2.32712 2.74171
H: 5.02744 -3.74487 2.37679
C: -0.62200 1.52954 -1.27946
Si: -0.78509 2.63451 0.11451
C: 0.91475 2.84460 0.94038
N: 1.55774 1.55352 1.31517
C: 3.01939 1.59402 1.21821
C: 3.67839 2.50905 2.25320
C: 3.00662 2.34026 3.63393
C: 2.20302 1.04171 3.69652
C: 1.09812 1.05379 2.64049
C: -2.06365 2.07392 1.39171
C: -3.03228 1.12064 1.06286
C: -4.07409 0.81232 1.93516
C: -4.15629 1.43973 3.17230
C: -3.19187 2.37786 3.53418
C: -2.16743 2.69309 2.64702
C: -1.30653 4.42106 -0.28317
C: -2.45745 5.04312 0.21647
C: -2.79812 6.34509 -0.14548
C: -1.98841 7.06130 -1.01665
C: -0.84225 6.46589 -1.53240
C: -0.51387 5.16534 -1.17013
H: -0.17887 2.07426 -2.13585
H: -1.60114 1.13374 -1.62369
H: 0.88475 3.55061 1.78851
H: 1.53626 3.32961 0.17326
H: 3.28999 1.91388 0.20991
H: 3.40100 0.57436 1.33776
H: 3.60753 3.54750 1.92493
H: 4.74386 2.26729 2.30506
H: 2.32330 3.17536 3.81802
H: 3.75302 2.36706 4.42885
H: 1.74349 0.92053 4.67954
H: 2.86553 0.17993 3.55087
H: 0.29775 1.70509 2.98879
H: 0.67192 0.05221 2.54942
H: -2.98740 0.63465 0.09187
H: -4.83542 0.09654 1.63804
H: -4.97417 1.21322 3.84861
H: -3.25523 2.87958 4.49352
H: -1.45007 3.46374 2.92570
H: -3.11141 4.50176 0.89555
H: -3.69927 6.80037 0.25485
H: -2.24889 8.07676 -1.29577
H: -0.20961 7.01393 -2.22255
H: 0.37707 4.71087 -1.60309
C: -4.38516 -3.08669 2.58781
N: -2.99342 -2.64128 2.66661
C: -2.45539 -2.25546 3.97311
C: -2.32366 -2.35275 1.55950
N: -1.73563 -2.09595 0.59200
H: -4.53142 -3.94329 3.24329
H: -4.61907 -3.37998 1.56951
H: -5.06633 -2.28896 2.89236
H: -2.60816 -3.07508 4.67472
H: -2.94247 -1.35883 4.34944
H: -1.39029 -2.05865 3.88423

*2*
Here is a structure of composition C35H47BaCl2N5O2SSi from the Open Molecules 2025 dataset. Energies are from ωB97M-V with the def2-TZVPD basis set.

The value obtained for the orbital gap is 0.2389 Eh. As for the net charge: 0.

Cartesian coordinates (Å):
Ba: -0.89306 -1.43405 -0.24155
C: 0.92694 -0.22645 -3.72215
C: 2.05784 -0.67505 -2.76585
N: 1.63384 -1.72875 -1.86405
C: 1.93224 -3.08055 -2.28875
C: 1.12754 -3.54735 -3.49805
S: -0.69256 -3.50825 -3.28075
C: -1.19766 -2.27525 -4.52645
C: -1.42586 -0.86205 -3.99695
N: -0.38086 -0.38745 -3.11035
H: 1.12904 0.81295 -4.01575
H: 0.96424 -0.82505 -4.63315
H: 2.92754 -0.97925 -3.36925
H: 2.36074 0.18005 -2.16045
H: 2.07014 -1.57525 -0.96275
H: 3.00044 -3.19855 -2.55035
H: 1.71134 -3.74445 -1.44795
H: 1.37024 -2.95785 -4.37815
H: 1.38084 -4.59095 -3.69335
H: -0.44706 -2.30845 -5.31505
H: -2.13416 -2.65125 -4.93775
H: -1.55326 -0.19955 -4.87205
H: -2.34846 -0.85935 -3.41975
H: -0.70096 0.48715 -2.71265
Cl: -7.27076 -5.01205 2.37615
C: -5.93226 -4.01315 1.91095
C: -5.21476 -3.33555 2.90315
C: -4.14726 -2.56435 2.53525
Cl: -3.23476 -1.70655 3.71295
C: -3.69176 -2.42525 1.18195
O: -2.67636 -1.74015 0.89795
C: -4.47896 -3.12415 0.20515
C: -4.14486 -3.03975 -1.18465
O: -3.20376 -2.45255 -1.69385
C: -5.58476 -3.89825 0.59225
H: -5.50736 -3.42675 3.93745
H: -4.85896 -3.57495 -1.84505
H: -6.15616 -4.41075 -0.16775
C: 1.25784 -1.92385 1.47065
Si: 2.14664 -0.38335 2.02275
C: 0.88484 1.06875 2.17575
N: 0.08434 1.28685 0.97005
C: 0.79004 2.07285 -0.04995
C: 0.16064 3.44495 -0.31185
C: -0.15606 4.12915 1.01075
C: -1.19256 3.29855 1.77975
C: -1.22916 1.85325 1.25235
C: 3.59854 0.14805 0.89975
C: 4.12394 1.43795 0.89555
C: 5.17324 1.79085 0.06435
C: 5.72544 0.85315 -0.79205
C: 5.24854 -0.44575 -0.77865
C: 4.20784 -0.78335 0.06855
C: 2.94404 -0.57185 3.74855
C: 2.15374 -0.66225 4.89155
C: 2.70644 -0.91505 6.13395
C: 4.07554 -1.08945 6.25885
C: 4.88214 -1.00335 5.13635
C: 4.31724 -0.75035 3.89955
H: 0.81724 -2.39425 2.34705
H: 1.94024 -2.66095 1.05275
H: 1.36504 1.99545 2.51425
H: 0.20204 0.77675 2.97455
H: 0.80454 1.50575 -0.98745
H: 1.82934 2.21105 0.25625
H: -0.76366 3.33155 -0.87945
H: 0.85024 4.04565 -0.90665
H: -0.52786 5.14065 0.83555
H: 0.76204 4.22035 1.59375
H: -2.18766 3.73575 1.66695
H: -0.95386 3.30295 2.84375
H: -1.80796 1.81695 0.32735
H: -1.72506 1.20585 1.97625
H: 3.72584 2.18155 1.57155
H: 5.56714 2.79845 0.08415
H: 6.53174 1.12775 -1.45485
H: 5.68894 -1.19655 -1.42225
H: 3.88134 -1.81135 0.10935
H: 1.08364 -0.54045 4.80605
H: 2.07234 -0.98355 7.00835
H: 4.51124 -1.29495 7.22575
H: 5.95234 -1.13895 5.22595
H: 4.95394 -0.69215 3.02795
C: -5.06346 3.95425 -1.20635
N: -3.71236 3.87725 -1.71445
C: -3.21016 5.04995 -2.39665
C: -3.14316 2.71755 -1.90005
N: -2.58376 1.71755 -2.01335
H: -5.11846 4.75225 -0.46055
H: -5.33956 3.00955 -0.73975
H: -5.77246 4.17325 -2.01355
H: -3.23536 5.89775 -1.70915
H: -3.83076 5.28825 -3.26875
H: -2.18286 4.88285 -2.71975

Relative to the most stable one, in eV, the structures come out at *1* 0.000; *2* 0.425.

*1*
Here is a cluster of 3 separate species, C3H12O2S2 in total from the Open Molecules 2025 dataset. Energies are from ωB97M-V with the def2-TZVPD basis set.

The value obtained for the orbital gap is 0.3038 Eh. The SMILES is CCSSC.O.O. As for the net charge: 0.

Cartesian coordinates (Å):
C: -2.15501 -1.39342 0.40207
C: -0.80584 -0.60236 0.65887
S: 0.51303 -1.22022 -0.30183
S: 1.68746 0.67101 -0.28694
C: 3.22019 0.03568 -1.10205
H: -1.92228 -2.45666 0.78419
H: -2.38009 -1.44888 -0.70807
H: -3.05084 -0.92162 1.01981
H: -1.04957 0.48171 0.44898
H: -0.49870 -0.59541 1.68309
H: 3.53232 -0.86035 -0.48181
H: 2.90197 -0.06771 -2.13862
H: 4.14216 0.71264 -1.05033
O: -1.43813 0.92319 -2.45606
H: -1.57312 0.69199 -3.37312
H: -0.54333 0.70417 -2.31405
O: -0.51652 1.65547 2.93535
H: -0.05325 2.39015 2.58232
H: -0.01044 1.30062 3.69821

*2*
Here is a cluster of 3 separate species, C3H12O2S2 in total from the Open Molecules 2025 dataset. Energies are from ωB97M-V with the def2-TZVPD basis set.

The value obtained for the orbital gap is 0.3345 Eh. The SMILES is CCSSC.O.O. As for the net charge: 0.

Cartesian coordinates (Å):
C: 0.04523 -2.55329 0.86704
C: 0.30812 -1.46798 -0.16665
S: -1.20902 -0.49776 -0.53291
S: -0.59291 0.18610 -2.51629
C: 0.82438 1.24470 -1.99521
H: -0.78572 -3.11058 0.44176
H: -0.23873 -2.23580 1.87605
H: 0.85425 -3.29259 0.94262
H: 1.08706 -0.75103 0.11607
H: 0.55526 -1.97048 -1.10569
H: 0.86460 2.04912 -2.73600
H: 0.43147 1.73073 -1.09971
H: 1.80220 0.80407 -1.84433
O: -1.32851 2.87932 0.21502
H: -1.60917 2.02800 -0.13179
H: -0.87920 2.63022 1.03497
O: 0.15489 1.07003 2.07738
H: -0.18782 0.97224 2.97628
H: -0.09637 0.28497 1.58138

Relative to the most stable one, in eV, the structures come out at *1* 0.888; *2* 0.000.